Entry 1:
ORCA calculation (the ωB97M-V functional and the def2-TZVPD basis) on a structure of composition C27H50INO8PZn at a distorted geometry.

```
89
Properties=species:S:1:pos:R:3:forces:R:3
C 6.23080 -0.92625 -0.50362 -0.1 -1.1 0.2
C 5.39549 -2.06511 -1.27952 0.6 0.7 -0.5
C 4.63636 -1.46304 -2.57514 0.5 -0.7 0.0
C 3.82493 -0.11259 -2.27930 -0.1 -0.6 0.0
C 2.37255 -0.03617 -2.94995 0.3 1.1 -0.2
C 1.44714 1.03854 -2.14826 0.7 -0.3 -0.9
C -0.10882 0.61335 -2.19530 1.0 -0.2 -0.6
C -0.44744 -0.26504 -0.92311 2.5 -0.5 -2.0
P -2.03387 0.20861 0.08055 0.7 1.2 0.4
C -3.17591 0.23148 -1.47393 -1.7 -1.3 -2.1
C -3.28113 -1.15231 -2.27113 -0.9 0.3 -1.6
C -3.63328 -0.74730 -3.81664 1.6 0.0 0.1
C -1.71371 2.12401 0.10807 0.5 2.4 0.0
C -0.25267 2.59082 0.52704 0.2 1.5 0.6
C -0.23345 3.35315 1.96899 0.3 0.3 0.0
C 0.22910 4.89171 1.85886 1.2 -0.5 1.1
O -0.86822 5.83568 2.03746 0.9 0.1 -3.0
C -1.21615 6.45251 0.80907 -4.7 0.3 0.4
O -2.42961 6.66817 0.60446 4.3 -0.6 0.6
C -3.62665 0.59931 1.09762 -3.8 1.2 2.8
C -4.66846 -0.60256 1.27243 -1.0 1.0 -0.2
C -6.15414 0.05686 1.25921 -2.2 0.5 1.4
O -6.90191 0.09285 2.24325 3.0 -0.2 -3.1
O -6.62915 0.66850 0.04857 1.3 -1.7 1.2
O -1.24373 0.31550 1.65928 1.4 -3.1 0.0
C -0.98215 -0.97764 2.29138 -2.2 0.7 1.5
C 0.25153 -1.08961 3.31116 0.7 0.2 0.0
C 1.35287 0.06829 3.16023 0.6 0.2 0.4
C 2.83906 -0.42085 3.51864 1.3 -1.3 1.2
O 3.17892 -0.96473 4.57915 -1.5 1.9 -3.4
O 3.85420 -0.19811 2.52869 -2.5 0.0 0.8
C -1.31480 -2.16824 1.23964 -0.4 0.9 0.5
I -2.70079 -3.41268 2.48057 -0.2 -0.2 -0.2
C -0.25413 -3.29563 0.87090 0.5 0.2 -0.6
C 1.15386 -2.84225 0.32541 2.1 0.2 -1.4
C 1.59228 -3.45610 -1.11730 -1.7 -0.3 0.7
N 2.03294 -2.06376 0.91061 -2.6 -1.3 -0.9
O -2.13780 -1.55976 0.24560 1.3 -1.5 1.7
H 5.59068 -0.05931 -0.12423 0.9 -1.1 -0.7
H 6.67325 -1.42774 0.43520 -0.4 0.9 -1.5
H 7.05546 -0.58651 -1.22504 -1.2 -0.2 1.3
H 4.70359 -2.61924 -0.57264 0.6 0.7 -0.8
H 6.17341 -2.82942 -1.64741 -1.3 1.0 0.5
H 3.96121 -2.28960 -3.01729 0.9 1.3 0.7
H 5.45764 -1.29598 -3.36271 -1.3 -0.1 1.1
H 4.46929 0.76444 -2.64384 -1.1 -1.1 0.8
H 3.68803 -0.02311 -1.13960 0.2 0.0 -1.6
H 1.84541 -1.04282 -3.05323 0.8 1.2 0.3
H 2.50399 0.38895 -4.01206 -0.3 -0.9 1.5
H 1.63661 2.04445 -2.67268 -0.6 -1.4 1.0
H 1.86039 1.12809 -1.09017 -0.8 -0.1 -1.2
H -0.22070 -0.05999 -3.12663 -0.1 1.1 1.4
H -0.73555 1.53431 -2.39213 0.6 -1.1 0.6
H -0.46065 -1.36283 -1.27099 -0.5 1.8 0.7
H 0.41115 -0.24307 -0.14566 -1.7 0.4 -0.7
H -2.85514 1.02538 -2.24971 0.1 -1.1 1.6
H -4.26520 0.52024 -1.23003 1.9 -0.3 -0.1
H -2.32983 -1.76435 -2.33429 -1.2 0.8 0.4
H -4.13833 -1.83523 -1.92789 1.4 1.1 0.0
H -4.13470 0.27359 -3.89980 0.3 -1.6 0.1
H -2.60010 -0.62390 -4.32003 -1.7 -0.1 0.6
H -4.16189 -1.57830 -4.38250 0.4 1.2 0.8
H -1.96116 2.58340 -0.92307 0.2 -1.2 1.4
H -2.41919 2.67440 0.83626 1.0 -1.2 -1.2
H 0.09065 3.38702 -0.23566 -0.5 -1.3 1.0
H 0.56410 1.81477 0.57750 -1.2 0.6 -0.4
H -1.24829 3.35316 2.48399 1.2 -0.1 -0.8
H 0.49656 2.85019 2.70532 -1.1 0.7 -1.3
H 0.95997 5.08358 2.72539 -1.1 -0.1 -1.4
H 0.78374 5.08937 0.88289 -0.7 -0.2 1.2
H -0.47438 6.78750 0.01042 -0.2 -0.8 1.4
H -4.23880 1.49429 0.71704 1.4 -1.3 0.0
H -3.30008 0.90838 2.15934 -0.1 -0.5 -1.9
H -4.68990 -1.37541 0.44148 0.4 0.7 1.2
H -4.55221 -1.01760 2.32243 -0.1 0.1 -1.6
H -6.37162 0.11599 -0.72490 -0.1 0.5 0.7
H -1.88658 -1.05004 3.01546 1.5 0.2 -1.1
H 0.76838 -2.10479 3.17945 -0.6 1.5 -0.1
H -0.16554 -1.08635 4.38424 0.6 0.1 -1.7
H 1.10442 0.89433 3.91879 0.4 -1.1 -1.2
H 1.39309 0.52881 2.12110 -0.4 -0.7 1.3
H 3.41617 -0.00248 1.66363 0.4 -0.2 1.1
H -0.06838 -3.93385 1.83508 -0.2 1.1 -1.8
H -0.73189 -4.02140 0.12133 0.6 1.2 1.1
H 2.13031 -4.46595 -0.98601 -0.7 1.7 -0.2
H 0.60264 -3.67523 -1.65724 1.5 0.2 0.4
H 2.18810 -2.70760 -1.73106 -0.6 -1.1 1.0
H 2.82451 -1.98435 0.26015 -0.1 -0.1 0.4
Zn 0.27338 -4.16771 3.79833 0.1 -0.6 0.9
```
Positions in Å, forces in eV/Å.

- HOMO: -10.70 eV
- Net charge: +1
- HOMO-LUMO gap: 2.75 eV

---

Entry 2:
ORCA calculation (the ωB97M-V functional and the def2-TZVPD basis) on a cluster of 2 separate species, C2H7NS in total at a distorted geometry.

```
11
Properties=species:S:1:pos:R:3:forces:R:3
C -2.20751 -0.46169 1.39484 0.1 0.7 -0.8
C -1.78642 -1.22974 0.38459 -0.8 -0.7 1.2
N -2.26792 -1.25136 -0.90492 0.5 -0.2 0.1
H -1.93857 -0.65485 2.41937 0.3 0.1 0.0
H -2.79903 0.41649 1.15034 -0.2 -0.1 0.3
H -1.16460 -2.07178 0.67692 0.0 -0.1 -0.5
H -2.66556 -0.44865 -1.34537 -0.1 0.2 0.0
H -1.93558 -1.98223 -1.49664 0.2 0.1 -0.3
S 2.85213 1.24768 -0.30547 -0.4 0.3 0.6
H 1.98479 1.78125 0.59330 0.4 -0.3 -0.1
H 2.07013 1.73172 -1.26039 -0.1 0.0 -0.5
```
Positions in Å, forces in eV/Å.

- SMILES: C=CN.S
- HOMO: -8.10 eV
- Energy relative to the best compared isomer or geometry (same formula, charge and spin): 78.7 kJ/mol
- HOMO-LUMO gap: 8.98 eV

---

Entry 3:
ORCA calculation (the ωB97M-V functional and the def2-TZVPD basis) on a cluster of 2 separate species, CH3N3O in total at a distorted geometry.

```
8
Properties=species:S:1:pos:R:3:forces:R:3
C 0.29219 0.20026 2.38617 -0.9 0.0 -2.1
N -0.10031 -0.22355 -1.90733 0.6 -0.7 -0.9
N -0.69666 0.58242 -1.24430 -0.3 -0.2 -0.7
N 0.06541 0.03234 1.22998 2.5 -1.6 3.0
O 0.55738 0.31682 3.49433 0.7 0.2 2.5
H -0.49673 -0.49537 -2.92364 1.5 0.2 2.1
H 0.86727 -0.70554 -1.54224 -2.2 0.8 -1.1
H -0.48854 0.29262 0.50703 -1.8 1.3 -2.7
```
Positions in Å, forces in eV/Å.

- HOMO: -8.93 eV
- Energy relative to the best compared isomer or geometry (same formula, charge and spin): 303.0 kJ/mol
- HOMO-LUMO gap: 9.44 eV

---

Entry 4:
ORCA calculation (the ωB97M-V functional and the def2-TZVPD basis) on a cluster of 2 separate species, C2H9N2O in total at a distorted geometry.

```
14
Properties=species:S:1:pos:R:3:forces:R:3
C -0.76853 1.91008 -0.82854 1.8 2.9 -1.8
N -0.30228 0.62849 -0.24129 0.8 4.8 3.7
C 0.29624 0.53472 0.97927 -0.5 -2.0 -1.2
N 0.57411 -0.69503 1.50335 -0.3 3.8 -0.3
H 0.10891 2.72668 -0.89329 -1.8 -1.8 0.6
H -1.63862 2.38285 -0.30558 0.7 -0.7 -0.6
H -0.94079 1.79550 -1.99382 -0.1 -0.2 2.6
H -0.38689 0.03750 -0.97781 0.2 -3.8 -1.3
H 0.56575 1.46946 1.58412 -0.8 -1.4 -1.1
H 0.38818 -1.48595 0.92648 0.1 -0.7 -0.3
H 0.98098 -0.73750 2.42622 0.0 -0.2 -0.2
H -0.37605 -2.78965 -0.88926 1.4 1.8 -0.6
H 0.81967 -2.08529 -1.69199 0.0 -0.4 0.0
O 0.17622 -1.93958 -0.99048 -1.4 -1.9 0.4
```
Positions in Å, forces in eV/Å.

- HOMO: -14.80 eV
- Net charge: +1
- Energy relative to the best compared isomer or geometry (same formula, charge and spin): 161.5 kJ/mol
- HOMO-LUMO gap: 10.98 eV

---

Entry 5:
ORCA calculation (the ωB97M-V functional and the def2-TZVPD basis) on a structure of composition C19H26N8OPd.

```
55
Properties=species:S:1:pos:R:3:forces:R:3
Pd -0.03325 -3.36142 -0.02260 0.1 0.0 0.1
N 2.13337 -3.50522 0.08300 -0.2 -0.1 0.1
C 3.08817 -2.42137 0.35714 0.0 0.1 0.0
C 3.14145 -1.92185 1.79953 -0.1 -0.1 0.0
C 1.94082 -1.12364 2.30446 0.0 0.0 -0.1
N 0.82232 -1.99647 2.62308 0.0 -0.1 0.0
H 2.32907 -4.31002 0.66816 0.0 0.0 0.0
H 2.23704 -3.80995 -0.87935 0.1 0.0 0.0
H 2.82325 -1.58647 -0.29236 0.0 0.0 0.0
H 4.10164 -2.74129 0.08278 0.0 0.0 0.0
H 4.02282 -1.27772 1.86527 0.0 0.0 0.0
H 3.33518 -2.75988 2.48131 0.0 0.0 0.0
H 1.62378 -0.43463 1.51660 0.0 0.0 0.0
H 2.26619 -0.50695 3.15432 0.0 0.0 0.0
H -0.00061 -1.48960 2.91854 0.0 0.0 0.0
H 1.06494 -2.65783 3.35017 0.0 0.0 0.0
N 1.54622 4.73904 -1.52473 0.0 0.0 0.0
C 1.33723 6.02656 -1.08034 0.0 0.0 0.0
C 1.84148 7.25793 -1.48486 0.0 0.0 0.0
C 1.40021 8.36623 -0.78834 0.0 0.0 0.0
C 0.48937 8.25160 0.27401 0.0 0.0 0.0
C -0.00688 7.02542 0.66795 0.0 0.0 0.0
C 0.42457 5.89468 -0.02451 0.0 0.0 0.0
N 0.09047 4.56407 0.15450 0.0 0.0 0.0
C 0.76918 3.91424 -0.74952 0.0 0.0 0.0
C 0.72669 2.45840 -0.93954 0.0 0.0 0.0
C 1.62927 1.78674 -1.75741 0.0 0.0 0.0
C 1.52266 0.40896 -1.87284 0.0 0.1 0.0
N 0.60368 -0.31483 -1.24381 0.1 0.0 -0.2
C -0.26925 0.33516 -0.47658 0.0 -0.1 0.1
C -0.24439 1.70819 -0.28796 0.0 0.0 0.0
H 2.10656 4.46057 -2.30900 0.0 0.0 0.0
H 2.54414 7.34993 -2.30287 0.0 0.0 0.0
H 1.76454 9.34643 -1.06664 0.0 0.0 0.0
H 0.17264 9.14789 0.79096 0.0 0.0 0.0
H -0.70958 6.93080 1.48481 0.0 0.0 0.0
H 2.42039 2.30028 -2.28955 0.0 0.0 0.0
H 2.22079 -0.13673 -2.50045 0.0 0.0 0.0
H -1.02493 -0.28564 -0.01136 0.0 0.0 0.0
H -0.96854 2.19839 0.34703 0.0 0.0 0.0
C -4.92725 -5.74884 -0.18109 0.0 0.0 0.0
N -4.07699 -4.59210 -0.03937 0.1 0.0 0.1
C -4.43081 -3.29925 -0.59030 0.0 0.0 0.0
C -3.07554 -2.58094 -0.61102 0.0 -0.1 0.0
O -2.92107 -1.41682 -0.88617 -0.1 0.0 0.0
N -2.10685 -3.49163 -0.24370 0.2 0.1 0.0
C -2.72135 -4.62615 0.04261 -0.2 -0.2 -0.1
N -2.03752 -5.72634 0.36159 0.0 0.0 0.1
H -5.94662 -5.47626 0.08759 0.0 0.0 0.0
H -4.61745 -6.54148 0.49775 0.0 0.0 0.0
H -4.92627 -6.14293 -1.20274 0.0 0.0 0.0
H -5.14868 -2.76128 0.02853 0.0 0.0 0.0
H -4.82504 -3.38315 -1.60685 0.0 0.0 0.0
H -1.03909 -5.54567 0.49789 0.1 0.1 -0.1
H -2.48216 -6.49720 0.82628 0.0 0.0 0.0
```
Positions in Å, forces in eV/Å.

- HOMO: -5.41 eV
- Energy relative to the best compared isomer or geometry (same formula, charge and spin): 87.6 kJ/mol
- HOMO-LUMO gap: 5.89 eV